Entry 1:
# C21H26F5LaN7O6S4

A structure of composition C21H26F5LaN7O6S4 in a non-equilibrium geometry (ωB97M-V with the def2-TZVPD basis set, the OMol25 dataset).

Properties
energy relative to the best compared isomer or geometry (same formula, charge and spin) = 677.36 kJ/mol
E_tot = -102706.75179 eV
charge = -1
largest force on an atom = 2.29 eV/A

The geometry in XYZ format:
```
70
Properties=species:S:1:pos:R:3:forces:R:3
La -0.47425 -0.31026 0.22251 0.2 -1.3 1.9
C 1.59233 -3.62885 -3.05059 -0.1 0.0 0.0
C 1.69401 -2.51777 -2.02887 0.1 -0.2 0.0
O 0.86886 -2.38406 -1.14140 0.0 0.2 -0.1
N 2.79225 -1.73214 -2.15670 0.1 0.2 0.0
C 3.01954 -0.51907 -1.37708 -0.2 -0.2 0.2
C 3.37743 -0.81511 0.05819 0.2 -0.1 0.0
C 4.70881 -0.90591 0.44813 0.0 0.0 0.0
C 5.00525 -1.19650 1.76904 0.0 0.0 0.0
C 3.95807 -1.40427 2.64973 0.0 0.0 -0.1
C 2.65778 -1.30420 2.17266 0.1 -0.1 0.1
N 2.36938 -1.00278 0.90920 0.0 0.0 0.0
H 0.56290 -3.97544 -3.07823 0.0 0.0 0.0
H 2.23263 -4.46062 -2.75267 0.0 0.0 0.0
H 1.88444 -3.28110 -4.04086 0.0 0.0 0.0
H 3.35574 -1.85797 -2.97727 0.0 0.0 -0.1
H 2.12366 0.09646 -1.38822 0.0 0.1 -0.1
H 3.82883 0.02951 -1.85578 0.0 0.0 0.0
H 5.49888 -0.74868 -0.27579 0.0 0.0 0.0
H 6.03391 -1.26530 2.10191 0.0 0.0 0.0
H 4.13882 -1.64682 3.68841 0.0 0.0 0.0
H 1.80820 -1.48968 2.81634 0.0 0.0 0.0
S -0.20512 -2.90619 1.73181 0.3 0.1 -0.2
S -1.85382 -3.13606 2.89254 -0.8 0.2 0.4
S -2.58387 -1.25313 3.43403 0.4 -0.6 0.4
S -3.02715 -0.21678 1.72839 -0.4 0.1 -0.2
O 0.49163 -0.47696 -4.27062 -0.1 0.0 0.1
C 0.17048 -0.18732 -3.15714 0.2 0.1 -0.1
N -0.09604 0.09559 -2.03331 0.1 0.4 -1.6
C -4.65057 -2.44037 -1.79349 0.1 -0.1 0.0
C -3.89610 -3.71974 -1.41890 0.1 0.1 0.0
C -2.92544 -3.19482 -0.37342 -0.1 -0.3 0.0
O -2.48842 -1.94499 -0.90798 0.2 0.2 -0.2
C -3.60398 -1.33680 -1.57967 0.0 0.1 -0.1
H -5.49330 -2.29085 -1.11784 0.0 0.0 0.0
H -5.02447 -2.44953 -2.81728 0.0 0.0 0.0
H -3.34486 -4.10850 -2.27881 0.0 0.0 0.0
H -4.54421 -4.50414 -1.02946 0.0 0.0 0.0
H -2.04649 -3.81244 -0.20861 0.0 0.1 0.0
H -3.43770 -3.03728 0.57865 0.1 0.1 0.0
H -3.22817 -0.91720 -2.51370 0.0 0.0 0.0
H -4.00435 -0.53078 -0.96378 0.0 0.0 0.0
N 2.58096 3.57508 -0.14553 0.0 0.0 0.0
C 1.81541 2.82536 0.71365 0.2 -0.2 0.2
N 1.35767 3.49035 1.82042 -0.1 0.0 -0.1
O 1.64809 1.61975 0.54955 0.0 0.3 -0.3
H 2.36138 4.55704 -0.20939 0.0 0.0 0.0
H 2.70273 3.13115 -1.03990 -0.1 0.0 -0.1
H 1.23514 4.48691 1.72664 0.0 0.0 0.0
H 0.57280 3.03304 2.26739 0.0 0.0 0.0
F -2.34194 4.55745 -3.05526 -0.1 0.2 0.0
C -2.13997 3.79936 -1.93519 -0.1 -0.2 -0.5
C -2.56483 4.26603 -0.62066 0.5 0.2 -0.1
F -3.79153 4.06440 -0.21062 -0.4 -0.1 0.2
C -1.47258 4.48950 0.28103 -0.5 0.2 -0.2
F -0.55187 5.36032 -0.36718 0.1 0.0 0.0
C -1.02568 3.09850 -0.00671 0.5 -0.5 0.2
O -1.10761 2.11178 0.72595 0.1 0.5 -0.4
C -0.83917 3.03870 -1.53156 -0.2 -0.4 -0.1
F 0.37060 3.12216 -2.12905 0.2 0.1 0.0
C -1.97335 2.33702 -2.06832 0.1 0.8 0.9
F -2.60374 1.38150 -1.32913 -0.3 -0.2 -0.3
N 0.73719 1.06351 4.68994 0.0 -0.1 0.1
C -0.10271 1.00309 3.60371 0.4 -0.4 0.1
N -1.19293 1.79417 3.65330 -0.2 0.2 -0.3
O 0.18620 0.27250 2.65477 -0.1 0.5 0.2
H 0.67830 1.84326 5.31916 0.0 0.0 0.0
H 1.64817 0.66621 4.54418 0.0 0.0 0.0
H -1.53502 2.11360 4.54226 0.0 -0.1 0.1
H -1.89727 1.58712 2.94248 0.0 -0.1 0.0
```
Positions in Å, forces in eV/Å.

***

Entry 2:
# C9H8N2O2

A cluster of 2 separate species, C9H8N2O2 in total in a non-equilibrium geometry (ωB97M-V with the def2-TZVPD basis set, the OMol25 dataset).

Properties
energy relative to the best compared isomer or geometry (same formula, charge and spin) = 487.53 kJ/mol
E_tot = -16533.75269 eV
largest force on an atom = 3.80 eV/A

The geometry in XYZ format:
```
21
Properties=species:S:1:pos:R:3:forces:R:3
C 1.28735 0.21012 -0.89492 -0.1 0.2 1.1
C -2.96150 0.39570 0.87143 -1.7 2.2 1.9
C -2.86992 -1.02685 0.76567 0.5 -0.7 -0.5
C -2.08751 1.22882 0.30506 1.0 2.3 0.6
C -1.85092 -1.60677 0.07882 -0.4 2.2 -0.1
C -1.03942 0.76743 -0.61157 1.2 -3.5 -0.1
C -0.85438 -0.77665 -0.53974 2.4 1.3 0.8
C 0.52782 -1.04957 -0.59358 -2.7 2.2 -1.5
C 4.30390 0.30425 0.40527 0.8 0.5 0.7
N 0.43207 1.19140 -0.65187 -2.3 -2.0 0.0
N 4.69356 1.41209 0.11244 -0.4 -0.2 0.0
O 1.14626 -2.24072 -0.58272 0.5 0.2 1.2
O 4.01886 -0.67908 0.95897 -0.5 -0.3 -0.4
H -3.79289 0.83475 1.61122 1.9 -1.0 -1.9
H -3.61202 -1.51948 1.36059 0.0 -0.8 0.0
H -2.00904 2.35069 0.38970 -0.9 -1.2 0.4
H -1.51223 -2.57778 0.04954 -0.3 -2.5 0.4
H -1.48177 0.97970 -1.56716 0.3 0.4 -1.1
H 5.16363 1.69290 -0.72174 0.0 0.0 -0.3
H 0.55754 2.16070 -0.71169 1.0 1.3 -0.5
H 1.94061 -2.05164 -0.03372 -0.1 -0.6 -0.7
```
Positions in Å, forces in eV/Å.

***

Entry 3:
# C13H19NO

An isolated molecule of C13H19NO in a non-equilibrium geometry (ωB97M-V with the def2-TZVPD basis set, the OMol25 dataset).

Properties
energy relative to the best compared isomer or geometry (same formula, charge and spin) = 170.59 kJ/mol
E_tot = -17326.18608 eV
largest force on an atom = 2.07 eV/A

The geometry in XYZ format:
```
34
Properties=species:S:1:pos:R:3:forces:R:3
O 1.37240 -1.03828 1.59690 0.9 0.3 0.3
C 0.73769 3.78488 0.75394 -0.3 -0.4 0.8
C 1.95046 3.84766 0.07435 0.2 -0.5 0.0
C 0.33628 2.59966 1.40932 0.9 0.3 -1.1
C 2.75514 2.70710 0.00578 -1.0 -0.7 0.8
C 1.11100 1.44645 1.30123 1.2 -0.1 -0.6
C 2.36133 1.49046 0.61496 -0.8 0.3 0.6
N -0.70670 -0.16381 1.07778 0.9 1.7 0.7
C -1.71978 -0.94930 1.78671 1.4 0.5 0.0
C 0.53618 0.12451 1.81912 -1.0 -0.7 -1.2
C -0.45861 -1.60875 -0.93020 0.2 0.0 -0.3
C -1.81440 0.46252 -1.03417 0.8 -0.4 -1.4
C 2.77891 -0.78678 1.70004 -0.2 1.1 -0.4
C 3.18180 0.19945 0.55639 -1.0 -0.2 0.0
C -0.58807 -0.20588 -0.42234 -1.1 -0.1 1.3
H 0.08399 4.64980 0.82639 0.2 0.0 -0.1
H 2.31753 4.75437 -0.41823 -0.4 -0.3 0.2
H -0.61786 2.52240 1.89387 -0.3 0.1 0.2
H 3.66720 2.76416 -0.54115 0.7 -0.1 -0.3
H -1.88716 -0.53887 2.79822 0.1 0.0 -0.4
H -1.35323 -1.95953 1.89455 -0.4 -0.7 0.1
H -2.64777 -0.89382 1.25493 -0.5 -0.2 -0.3
H 0.35459 0.22505 2.91138 -0.2 -0.2 -0.5
H -0.22891 -1.55170 -1.99640 -0.1 -0.4 0.0
H -1.38143 -2.14088 -0.75809 -0.3 -0.4 -0.2
H 0.32869 -2.10062 -0.38844 0.4 -0.4 0.0
H -1.91280 1.42683 -0.60734 -0.2 1.1 0.3
H -2.71139 -0.10623 -0.82643 -0.3 -0.2 -0.1
H -1.67637 0.55695 -2.15375 -0.3 -0.1 1.2
H 3.00430 -0.31760 2.66578 0.0 0.1 0.0
H 3.35194 -1.72705 1.70592 -0.5 0.2 -0.4
H 2.95736 -0.26966 -0.42198 0.3 0.0 0.4
H 4.22815 0.44329 0.60194 0.6 0.0 0.0
H 0.28154 0.34520 -0.75897 0.3 0.3 0.5
```
Positions in Å, forces in eV/Å.

***

Entry 4:
# C4H5NO

A structure of composition C4H5NO in a non-equilibrium geometry (ωB97M-V with the def2-TZVPD basis set, the OMol25 dataset).

Properties
energy relative to the best compared isomer or geometry (same formula, charge and spin) = 216.73 kJ/mol
E_tot = -7764.28020 eV
largest force on an atom = 3.57 eV/A

The geometry in XYZ format:
```
11
Properties=species:S:1:pos:R:3:forces:R:3
C -1.03331 -0.67803 0.57761 -0.1 0.2 -0.2
C 0.23643 0.15190 0.49036 -0.3 1.4 -1.1
C 1.19429 -0.20318 -0.57332 1.2 -2.5 0.1
O 0.91966 -0.98705 -1.44826 0.6 0.1 -0.1
C 0.11740 1.41478 -0.58438 -2.3 1.0 2.5
N -0.22402 2.29225 -1.26689 0.8 -1.2 0.6
H -1.72750 -0.24091 1.30134 0.0 0.0 -0.3
H -1.45725 -0.72224 -0.42293 -0.3 -0.1 0.1
H -0.85367 -1.71910 0.89021 0.4 0.4 -0.1
H 0.68309 0.34416 1.49211 -0.1 0.7 -1.1
H 2.14488 0.34743 -0.45585 0.2 -0.2 -0.5
```
Positions in Å, forces in eV/Å.

***

Entry 5:
# C5H8O

An isolated molecule of C5H8O (ωB97M-V with the def2-TZVPD basis set, the OMol25 dataset).

Properties
energy relative to the best compared isomer or geometry (same formula, charge and spin) = 242.38 kJ/mol
E_tot = -7359.74319 eV
largest force on an atom = 0.58 eV/A

The geometry in XYZ format:
```
14
Properties=species:S:1:pos:R:3:forces:R:3
C 0.84620 0.34614 1.76745 0.1 -0.1 0.2
O 0.13707 1.51143 1.41489 -0.1 0.0 0.1
C 0.27145 1.91649 0.07262 0.0 0.2 -0.3
C -0.02053 0.83034 -0.87714 0.0 -0.6 -0.1
C -0.19431 -0.21396 -1.45371 0.1 0.4 0.2
C -0.36442 -1.54661 -2.03257 0.0 -0.1 0.0
H 1.93882 0.49665 1.75803 -0.2 0.1 0.0
H 0.52045 0.11375 2.78321 0.2 -0.1 -0.1
H 0.59938 -0.48919 1.09900 0.0 0.1 0.2
H -0.43611 2.73953 -0.05065 0.1 0.0 -0.1
H 1.28286 2.30419 -0.12065 -0.1 -0.1 0.0
H -1.28039 -2.00745 -1.64866 0.1 0.1 -0.1
H -0.40742 -1.54486 -3.12637 0.0 0.1 0.2
H 0.47948 -2.17275 -1.72568 -0.1 0.0 -0.1
```
Positions in Å, forces in eV/Å.

***

Entry 6:
# C35H67BBeBr3F3N7O15S3

A structure of composition C35H67BBeBr3F3N7O15S3 in a non-equilibrium geometry (ωB97M-V with the def2-TZVPD basis set, the OMol25 dataset).

Properties
E_tot = -330377.43560 eV
charge = -1
largest force on an atom = 1.53 eV/A

The geometry in XYZ format:
```
135
Properties=species:S:1:pos:R:3:forces:R:3
C -2.18284 -2.03841 0.48547 -0.5 -0.1 0.0
C -1.74042 -1.42672 -0.68901 -0.5 0.0 0.0
C -2.03848 -0.02679 -1.17995 -0.1 -0.3 0.2
C -3.12725 -0.28787 -2.28449 -0.4 0.1 -0.1
C -2.87306 -1.58605 -3.02298 -0.4 0.5 -0.1
C -2.24982 -1.68966 -4.38217 -0.7 -0.4 -0.4
N -3.26436 -2.57409 -2.33772 1.5 0.1 -0.3
C -0.72563 0.80215 -1.58576 0.0 -0.1 0.0
C 0.30009 -0.21618 -2.12867 0.1 0.2 -0.2
N 1.35396 0.37912 -2.93665 0.0 -0.1 0.0
C -1.03721 1.87581 -2.65306 -0.2 -0.5 -0.1
C -1.20938 1.53233 -4.14634 0.0 0.4 -0.2
C -0.68943 2.74286 -4.95342 0.5 -0.3 -0.3
C 0.75212 2.57540 -5.49334 0.0 0.3 0.1
C 1.82565 3.33068 -4.68380 0.6 -0.7 -0.1
C 2.55490 4.44533 -5.43194 -0.4 0.1 0.2
O 1.79870 5.62635 -5.33613 0.4 0.2 -0.1
C 1.95139 6.27969 -4.09016 -0.3 0.0 0.1
C -0.14306 1.60467 -0.33170 0.1 0.0 0.0
N -0.70050 2.95430 -0.23460 -0.1 -0.2 -0.1
B 1.49519 1.70793 -0.28016 0.0 -0.1 -0.3
O 2.31047 0.61109 -0.22664 -0.1 0.0 0.5
O 2.09571 2.93672 -0.23053 0.2 -0.2 0.6
C -0.51162 0.92884 0.98191 0.7 0.2 0.4
O -0.04016 -0.36419 1.02028 -0.3 0.0 -0.5
C 0.72160 -0.76488 2.18436 0.1 -0.7 0.2
C 1.57469 -1.97183 1.81235 0.0 0.2 -0.2
N 1.03348 -3.21712 2.34018 -0.1 -0.1 0.0
C 1.81358 -4.40674 1.97759 0.2 0.1 -0.1
C 1.08175 -5.42655 1.09357 0.4 0.1 0.0
C 0.36569 -4.78785 -0.09363 -0.1 -0.2 0.1
O 2.06279 -6.36190 0.64458 0.0 -0.1 0.0
O -1.93843 0.95112 1.27830 0.1 0.1 0.0
S -2.99712 0.81261 0.12510 -0.3 0.0 -0.2
O -3.98037 -0.10348 0.63253 0.2 0.0 0.0
O -3.45217 2.05313 -0.39313 0.1 0.1 0.1
H -3.24271 -2.15395 0.69017 0.0 0.3 0.1
H -1.47679 -2.41345 1.21766 0.1 -0.4 -0.3
H -1.18448 -2.08199 -1.36095 0.8 0.3 0.4
H -4.01925 -0.50899 -1.69474 -0.1 0.0 -0.2
H -3.39911 0.57083 -2.89395 0.6 0.2 0.0
H -2.60172 -0.90438 -5.05055 0.2 0.1 0.1
H -2.55570 -2.64016 -4.82706 0.1 0.0 0.1
H -1.15993 -1.68210 -4.34353 -0.1 0.2 0.0
H -3.10251 -3.48979 -2.76949 0.1 -0.3 0.5
H -0.23782 -0.92345 -2.76850 0.0 0.0 0.1
H 0.73418 -0.76498 -1.28847 -0.1 -0.1 -0.1
H 1.41698 1.38896 -2.92243 -0.1 0.0 0.0
H 2.25856 -0.00346 -2.68741 -0.2 0.3 0.2
H -1.92568 2.41587 -2.32640 0.2 0.3 0.1
H -0.18540 2.55818 -2.60664 -0.2 0.1 0.1
H -0.66752 0.64567 -4.47730 0.0 0.0 0.2
H -2.25922 1.39035 -4.41003 0.0 -0.1 0.2
H -1.33533 2.94834 -5.80763 -0.2 0.0 0.2
H -0.67768 3.61019 -4.28803 -0.3 0.2 -0.3
H 1.04525 1.52240 -5.52060 -0.3 0.0 -0.1
H 0.76523 2.92560 -6.52841 0.1 0.1 0.1
H 1.40661 3.77742 -3.77426 0.0 -0.1 0.0
H 2.58707 2.60731 -4.35861 0.0 0.0 0.1
H 3.55890 4.59323 -5.01187 -0.1 0.1 0.0
H 2.67153 4.21584 -6.49442 -0.1 0.0 0.0
H 2.84527 5.93497 -3.55465 0.0 0.1 -0.1
H 1.08953 6.07628 -3.44678 0.0 0.1 0.0
H 2.03087 7.35345 -4.26441 0.0 -0.1 -0.1
H -0.85760 3.28393 0.70709 0.0 0.0 0.0
H -0.23981 3.65299 -0.80069 0.0 0.1 0.1
H 3.15219 0.83549 0.19313 0.1 0.0 -0.4
H 1.65796 3.57539 0.34446 -0.2 0.2 -0.5
H -0.08954 1.51958 1.80234 -0.2 -0.2 0.1
H 1.36992 0.04554 2.51846 -0.3 0.2 0.0
H 0.03491 -1.04311 2.98237 0.1 0.3 0.1
H 1.68639 -1.96397 0.71441 0.0 -0.1 0.0
H 2.58167 -1.83881 2.21432 -0.1 -0.1 0.1
H 0.07964 -3.34209 2.02324 0.0 0.0 0.1
H 2.18868 -4.90410 2.87590 -0.1 0.0 0.0
H 2.70019 -4.09491 1.41079 -0.1 0.0 0.0
H 0.39350 -6.01835 1.70316 -0.1 0.1 -0.1
H -0.63056 -4.42807 0.17710 0.0 0.0 -0.1
H 0.96016 -3.96756 -0.51195 0.0 0.0 0.0
H 0.20687 -5.54981 -0.85924 -0.1 0.1 0.0
H 2.38097 -6.08801 -0.22360 0.0 0.0 0.1
Be 3.48432 -1.42610 -3.93637 0.2 -0.2 -0.2
C 0.50345 -0.90378 5.99933 -0.1 0.1 0.0
O 0.83402 -0.24125 4.97880 0.1 0.1 -0.2
O 0.75957 -2.25066 5.95788 0.0 0.1 0.0
O -0.03819 -0.44832 7.00340 0.0 -0.1 0.1
H 1.16447 -2.39926 5.09200 0.0 -0.2 0.0
C 1.10540 -8.61599 9.82084 0.0 0.0 0.0
C 1.17363 -7.71571 8.59671 0.0 0.1 0.1
N -0.13438 -7.31194 8.11207 0.0 0.0 0.0
C -0.09706 -6.68838 6.79961 0.0 0.0 -0.2
C 0.63141 -5.34789 6.65634 -0.1 -0.1 0.0
C -0.99865 -6.67329 9.09238 -0.1 0.0 0.1
C -0.48951 -5.40035 9.78124 -0.1 0.0 0.0
H 0.47665 -9.48605 9.62579 0.0 0.0 0.0
H 2.10689 -8.96621 10.07553 0.0 0.0 0.0
H 0.71221 -8.09417 10.69383 0.0 0.0 0.0
H 1.66190 -8.26443 7.78621 0.0 0.0 0.0
H 1.82844 -6.85958 8.82619 0.0 0.0 0.0
H -1.12778 -6.57308 6.45171 0.0 0.0 0.1
H 0.36203 -7.40989 6.11516 0.0 0.0 0.1
H 0.06879 -4.51868 7.07714 0.0 0.0 0.0
H 0.77881 -5.12341 5.59723 0.0 0.0 0.0
H 1.61602 -5.36619 7.12611 0.0 0.0 0.0
H -1.23151 -7.40994 9.86534 0.1 0.0 0.0
H -1.95446 -6.46631 8.60433 0.0 0.0 -0.1
H 0.55009 -5.49911 10.09800 0.0 0.0 0.0
H -1.08616 -5.20565 10.67483 0.0 0.0 0.0
H -0.56744 -4.52140 9.14383 0.1 0.0 0.0
N 0.15405 6.51368 -1.13322 -0.1 -0.2 0.1
C 0.96388 6.71764 -0.09576 0.0 0.0 0.0
C 0.64796 7.54397 0.97197 0.0 0.0 0.0
C -0.57476 8.19749 0.95916 0.0 0.0 0.0
C -1.42465 7.99780 -0.11646 0.0 0.0 0.0
C -1.01593 7.14804 -1.13429 0.0 0.0 0.0
H 1.91581 6.19561 -0.12703 0.0 0.0 0.0
H 1.34543 7.67303 1.78843 0.0 0.0 0.0
H -0.85797 8.85365 1.77188 0.0 0.0 0.0
H -2.38560 8.49027 -0.17158 0.0 0.0 0.0
H -1.65277 6.96873 -1.99333 0.0 0.0 0.0
C -6.86023 -3.31171 -2.44075 0.3 0.2 0.0
Br -6.59132 -1.61186 -1.55958 -0.4 0.3 0.1
Br -7.17718 -3.08433 -4.33014 0.0 0.0 0.0
Br -5.30339 -4.38175 -2.09418 -0.4 -1.2 0.1
H -7.74305 -3.77221 -2.01928 0.0 0.0 0.0
N 3.10296 8.49591 -9.03725 -0.2 0.3 0.2
S 2.33389 8.19855 -7.68090 0.1 -0.2 -0.1
O 1.00794 8.72737 -7.62093 0.0 0.0 0.0
O 3.13760 8.26648 -6.50038 0.0 -0.1 0.0
F 2.12625 6.65259 -7.94952 0.1 0.0 -0.1
S 3.50805 9.98527 -9.33872 -0.3 0.1 -0.1
O 3.88267 10.12461 -10.70829 0.2 -0.2 0.0
O 4.29342 10.61918 -8.32690 0.0 0.0 -0.1
F 2.11140 10.75569 -9.26422 0.0 0.1 0.0
F -3.20303 -5.59073 -1.68199 -0.1 0.8 -0.1
```
Positions in Å, forces in eV/Å.